[1]
The following is a quantum chemistry calculation of a molecular structure, C35H26CeCl2N5O2S, from the Open Molecules 2025 dataset.

Structure (XYZ):
```
72
Properties=species:S:1:pos:R:3
O 3.176 2.515 1.251
Cl 5.258 -3.824 0.513
H 1.058 6.743 0.836
C -0.291 4.400 -1.169
Cl 6.101 -1.123 2.017
H -1.078 4.236 -1.889
C -4.494 2.976 -2.820
C -2.654 0.963 -0.235
C 3.312 -2.337 -0.571
H -0.282 -4.194 -3.621
H -3.329 -1.701 -5.368
H 0.171 -1.713 5.691
C -0.123 5.632 -0.575
C 0.362 -3.749 3.828
N 1.408 -1.162 -1.653
C -2.786 -0.876 3.131
N 2.138 1.178 -0.350
C -1.920 1.934 -2.392
C 2.003 -2.189 2.797
H -3.732 -0.876 3.660
C 4.032 -0.028 0.715
C 1.707 4.709 0.647
H -5.009 2.094 -0.943
H -1.451 2.839 -4.286
C -1.682 -1.513 3.650
H -1.784 -2.015 4.604
H 0.142 -4.215 2.865
O 1.314 -3.452 -2.071
C -2.462 -1.857 -4.742
C 0.737 -2.270 3.646
C -3.488 3.182 -3.756
N -0.833 -0.919 -3.271
H 1.868 -2.144 5.486
S -3.821 0.650 0.982
C 1.024 -1.636 5.016
H -3.689 3.746 -4.658
C 0.898 5.790 0.350
C 2.926 -0.001 -0.130
C -1.882 -3.109 -4.601
Ce 0.207 0.873 -1.678
H 1.197 -4.286 4.282
H 2.514 4.761 1.364
H 1.864 -2.650 1.815
H -0.784 6.446 -0.836
H -0.507 -3.876 4.476
H 4.332 0.865 1.231
H 0.623 -0.884 1.236
C 2.555 -1.189 -0.792
C 0.921 -2.317 -2.221
C -2.946 1.734 -1.456
C -0.776 -3.247 -3.781
C 4.768 -1.182 0.928
C 1.482 3.504 0.006
H -5.484 3.378 -2.985
C -0.433 -1.537 2.993
C -2.218 2.662 -3.535
H 3.046 -3.254 -1.063
C -2.646 -0.232 1.904
C -4.222 2.253 -1.671
C 2.371 2.330 0.366
N 0.500 3.350 -0.895
H 2.331 -1.156 2.655
C -1.429 -0.242 1.239
C -0.317 -0.891 1.776
C -0.278 -2.132 -3.132
C 4.404 -2.346 0.279
N -1.469 0.450 0.023
H -2.340 0.194 -4.139
H 2.811 -2.724 3.299
H -2.287 -3.966 -5.122
C -1.913 -0.794 -4.059
H 1.280 -0.579 4.908
```

Its lowest unoccupied orbital energy (spin up / spin down) is -5.406 / -4.032 eV. Its multiplicity is 1. The calculation puts the HOMO-LUMO gap (spin up / spin down) at 4.78 / 6.16 eV. As for the net charge: +1.

[2]
The following is a quantum chemistry calculation of a molecular structure, C35H26ClGeIrN2O in a non-equilibrium geometry, from the Open Molecules 2025 dataset.

Structure (XYZ):
```
67
Properties=species:S:1:pos:R:3
C -2.059 -2.853 2.178
C 2.112 1.670 3.374
H 3.682 -3.048 -3.390
C 2.249 3.983 -3.144
C 1.107 -5.200 -3.044
H 2.394 1.862 4.401
H 1.141 -1.762 2.501
H -2.826 -0.576 -0.498
Cl 3.701 -5.863 -3.551
C -0.669 -4.546 3.165
H -2.097 4.722 -1.779
C -2.573 0.890 2.311
C -0.969 -1.983 2.120
O -0.627 -2.216 -2.133
H -0.554 -5.537 3.587
C -0.065 4.510 -2.400
C 0.349 -2.954 -2.577
C 1.641 -2.474 -2.904
C -3.331 2.889 3.443
C 2.677 -3.407 -3.200
H 3.614 0.928 -3.603
H -2.764 -4.791 2.769
C 0.425 -3.696 3.085
H 1.138 0.910 -0.278
C -3.893 0.426 2.300
C 0.533 0.765 1.780
C 3.173 3.031 -3.445
H 3.884 2.569 2.560
H 0.269 0.730 3.919
C 0.280 -2.416 2.560
Ge -1.153 -0.166 1.481
C -1.785 -0.236 -0.383
C -2.306 2.138 2.877
H -5.430 3.002 3.869
H -4.135 -0.534 1.852
H 0.121 5.573 -2.497
C 2.861 1.657 -3.335
H 4.159 3.324 -3.780
C 2.425 -4.731 -3.242
H -2.417 2.276 -1.488
H -3.110 3.849 3.892
H 0.903 -6.258 -3.140
C -1.911 -4.128 2.707
C -1.281 4.048 -1.997
C 1.400 1.142 0.750
C -4.633 2.410 3.437
H -5.930 0.796 2.868
N 1.188 -0.101 -2.765
Ir -0.669 -0.251 -1.900
C 0.677 2.226 -2.570
C 0.964 3.592 -2.703
C 0.101 -4.335 -2.730
C 1.634 1.252 -2.908
H 2.988 -0.905 -3.328
H -1.298 2.533 2.879
H 3.256 2.083 0.212
H -3.033 -2.541 1.817
C 0.912 1.029 3.097
C -1.475 2.667 -1.846
H 1.395 -4.025 3.437
H -0.909 -4.684 -2.563
C 2.953 2.061 2.339
C -4.915 1.175 2.868
C 1.972 -1.113 -2.998
H 2.482 5.036 -3.237
C 2.599 1.793 1.024
N -0.540 1.782 -2.104
```

Its lowest unoccupied orbital energy (spin up / spin down) is -4.051 / -4.218 eV. As for the energy above the lowest of the compared OMol25 structures with the same formula, charge and spin: 0.000 eV. Its multiplicity is 2. The calculation puts the HOMO-LUMO gap (spin up / spin down) at 6.73 / 6.65 eV. As for the net charge: +1.

[3]
The following is a quantum chemistry calculation of a molecular structure, C35H26F2IN6O2SeTa in a non-equilibrium geometry, from the Open Molecules 2025 dataset.

Structure (XYZ):
```
74
Properties=species:S:1:pos:R:3
C 4.163 1.310 -0.205
H 1.593 3.689 3.241
Ta -0.024 0.567 -0.734
I 1.517 -2.847 -0.885
N -0.241 1.782 1.180
H -0.269 -5.084 0.352
H 5.875 1.299 2.576
C 0.768 3.070 2.920
N 0.716 0.441 -2.904
H 1.232 1.263 -3.213
C 0.767 2.530 1.653
H -3.861 -2.808 -4.034
N 5.173 1.443 0.651
N 2.220 3.703 -2.371
C 3.805 0.088 3.895
H 5.101 0.772 -2.019
C -1.343 1.601 1.944
H -1.048 -1.123 3.233
H -3.493 -3.391 -1.641
F -5.516 0.425 -1.427
H 4.681 0.449 4.435
C -2.250 -1.365 -4.066
C -2.884 -2.649 -2.138
H -5.843 0.732 1.142
H -2.203 -3.264 3.716
H 0.230 1.256 -5.524
H -3.154 -1.342 -6.031
N -1.099 -1.061 -1.939
C -4.519 0.570 -0.555
C 2.929 0.880 0.281
C 3.861 0.569 2.465
H 4.544 -1.734 3.849
C -1.528 0.032 -5.900
F -4.056 1.173 2.926
C -0.329 0.093 -3.830
C -0.469 0.541 -5.106
C -4.823 0.733 0.782
C -1.335 -4.291 2.045
H -3.090 0.378 -2.086
H 2.926 0.493 4.399
H 1.581 2.726 0.974
C -0.055 -1.897 1.502
C -2.376 -0.920 -5.408
C -0.466 -4.213 0.963
C 0.168 -3.009 0.697
H -1.839 -5.225 2.255
C -1.239 -0.806 -3.276
H -1.814 -2.143 -0.341
C 1.146 3.397 -2.085
O 3.680 -1.326 3.974
C -1.390 2.089 3.243
H -0.358 3.212 4.745
H -2.261 1.920 3.854
C -3.077 -2.333 -3.457
C -3.768 0.957 1.637
H -1.639 0.388 -6.915
Se -0.578 2.894 -1.642
C 5.015 1.128 1.937
C -0.898 -1.988 2.598
C -2.147 0.675 -0.133
C -3.219 0.519 -1.022
H 1.792 -1.059 2.805
C -0.322 2.817 3.738
C -1.912 -1.962 -1.401
N 0.646 -0.688 1.163
C 4.443 1.563 -1.653
H 3.540 1.591 -2.253
C 2.786 0.424 1.584
C -1.545 -3.188 2.861
C -2.447 0.997 1.200
C 1.660 -0.444 1.916
O 1.827 0.811 -0.520
H 4.967 2.508 -1.772
H 1.377 -0.337 -2.847
```

Its lowest unoccupied orbital energy is -7.024 eV. As for the energy above the lowest of the compared OMol25 structures with the same formula, charge and spin: 1.105 eV. Its multiplicity is 1. The calculation puts the HOMO-LUMO gap at 7.12 eV. As for the net charge: +2.

[4]
The following is a quantum chemistry calculation of a molecular structure, C35H26N5O4SZr, from the Open Molecules 2025 dataset.

Structure (XYZ):
```
72
Properties=species:S:1:pos:R:3
H 0.230 -4.135 3.322
H -3.132 -0.575 1.952
H 3.619 -2.550 -6.941
N -0.671 1.070 -2.089
C -0.633 2.175 -2.964
C 2.470 1.660 -0.001
C -2.763 -0.132 -4.863
C -0.058 -3.256 2.768
H -3.747 0.126 -6.752
S 2.371 -1.776 -1.570
C 4.592 2.836 0.052
H -2.819 2.075 1.202
H -7.342 2.083 0.206
H 1.793 -2.708 1.656
H -0.376 2.101 1.563
C -6.756 0.249 -0.742
N -1.792 0.338 0.634
H 5.200 3.651 0.422
H -5.870 -1.514 -1.584
C 3.373 -2.405 -5.898
H -7.765 -0.027 -1.018
C 3.018 0.737 -0.920
C 4.322 0.853 -1.310
H 6.139 1.994 -1.133
H 4.448 -3.259 -2.794
O 0.971 -2.247 -1.336
C 3.855 -2.811 -3.579
C -2.753 1.410 0.336
C -1.487 1.800 -4.148
H 4.746 0.138 -2.003
C -1.392 0.092 -2.650
C 0.642 2.295 1.256
C -2.646 1.880 -6.211
H -2.190 -2.935 3.310
C 2.754 -2.033 -3.254
C -5.225 1.779 0.303
H -2.336 2.001 -0.478
Zr 0.045 -0.398 -0.508
H 5.013 -3.599 -5.197
C -6.519 1.432 -0.058
C -5.693 -0.584 -1.059
C -1.308 -2.633 2.768
C -1.203 -1.537 1.916
C 2.632 3.608 1.392
H -1.457 3.518 -5.430
C -3.108 0.583 -6.008
C 2.272 -1.626 -5.554
C 1.954 -1.433 -4.223
O -0.046 3.199 -2.762
H -3.120 -1.140 -4.697
C 1.337 3.393 1.775
H 1.667 -1.171 -6.326
C -1.953 0.504 -3.949
C 3.248 2.724 0.483
H -5.049 2.702 0.845
O -1.454 -1.016 -2.039
H 1.106 -0.825 -3.933
N 0.092 -1.470 1.398
N 2.087 -0.230 -1.321
C -4.397 -0.232 -0.704
C -1.821 2.511 -5.276
C -4.153 0.956 -0.023
H -3.581 -0.898 -0.956
C 5.109 1.915 -0.812
O 3.385 -2.352 -0.748
C 0.762 -2.522 1.917
C -2.134 -0.561 1.519
N 1.171 1.448 0.391
H 0.839 4.048 2.475
C 4.160 -2.995 -4.920
H -2.932 2.409 -7.110
H 3.192 4.449 1.784
```

Its lowest unoccupied orbital energy is -3.230 eV. As for the energy above the lowest of the compared OMol25 structures with the same formula, charge and spin: 0.000 eV. Its multiplicity is 1. The calculation puts the HOMO-LUMO gap at 7.69 eV. As for the net charge: +1.

[5]
The following is a quantum chemistry calculation of a molecular structure, C35H27CrN6O6S3 in a non-equilibrium geometry, from the Open Molecules 2025 dataset.

Structure (XYZ):
```
78
Properties=species:S:1:pos:R:3
C 5.389 -1.984 3.891
C -0.134 -0.046 -1.052
O -8.963 -2.890 -4.887
N -2.964 -1.437 -3.020
C 6.071 0.046 2.010
H 7.426 -1.804 4.548
C -2.884 -0.165 -1.234
C 1.685 0.159 6.321
C 3.882 3.492 -1.814
H 3.595 3.148 0.858
H -8.858 -1.455 -2.917
C -2.089 -0.789 -2.161
C 0.902 0.459 4.009
C -3.036 1.207 0.865
H -4.456 -2.682 -4.791
S 6.514 1.287 0.900
C 7.030 -0.417 2.958
O 3.652 0.777 0.387
N 2.211 2.027 2.625
C 6.717 -1.425 3.819
H 4.528 2.936 -1.112
H -6.646 -0.792 -1.723
C -0.983 1.816 1.874
C 0.263 -1.262 -3.044
H 3.980 4.579 -1.780
C -6.571 -2.868 -4.944
N 1.162 0.076 -0.878
H -2.694 -1.906 -3.894
C 1.859 1.439 3.844
C -2.378 1.884 1.860
C 2.692 1.063 6.105
C 3.321 2.759 2.767
C 2.749 1.734 4.900
H 3.417 -1.950 3.000
C 2.036 -0.457 -1.710
C 1.607 -1.130 -2.823
H -6.526 -3.568 -5.786
C -9.031 -3.776 -5.980
H -0.121 -1.709 -3.941
H -4.103 1.270 0.819
H 3.078 -0.241 -1.462
S 3.946 2.872 4.382
H 1.630 -0.486 7.183
C -0.959 0.582 -0.050
C -5.445 -1.745 -3.121
H 0.042 -0.911 5.433
C -7.783 -2.501 -4.415
N -0.286 1.182 0.970
H 2.357 -1.632 -3.430
O 1.656 2.392 -2.701
H -10.072 -4.033 -6.060
H -8.445 -4.734 -5.722
H 7.990 0.079 2.939
N 3.958 3.368 1.756
H -2.849 2.477 2.643
H -8.660 -3.342 -6.935
Cr 1.769 1.184 0.723
C -5.395 -2.485 -4.304
C -7.850 -1.745 -3.256
H 4.069 3.172 -2.812
H 4.968 3.258 1.796
H -0.380 2.337 2.602
H 0.271 0.162 3.164
S 2.086 3.360 -1.701
O 2.395 -0.501 1.556
C -6.666 -1.390 -2.612
C 0.826 -0.168 5.261
C -4.215 -1.285 -2.468
O 1.666 4.736 -1.884
H 3.446 1.308 6.843
N -4.179 -0.504 -1.426
H 5.141 -2.793 4.573
C 4.766 -0.554 2.054
C -2.333 0.563 -0.156
C -0.641 -0.726 -2.169
C 4.434 -1.574 2.989
O 1.796 2.823 -0.312
C 3.615 -0.154 1.259
```

Its lowest unoccupied orbital energy (spin up / spin down) is -1.105 / -1.284 eV. As for the energy above the lowest of the compared OMol25 structures with the same formula, charge and spin: 0.038 eV. Its multiplicity is 4. The calculation puts the HOMO-LUMO gap (spin up / spin down) at 5.21 / 5.03 eV.

[6]
The following is a quantum chemistry calculation of a molecular structure, C35H27F6N2OPRhS in a non-equilibrium geometry, from the Open Molecules 2025 dataset.

Structure (XYZ):
```
74
Properties=species:S:1:pos:R:3
C -0.581 2.114 -2.696
C -0.043 -2.460 1.578
S 3.772 2.643 -0.032
H 0.073 -1.951 -1.814
H -2.281 -0.068 5.956
C -4.875 -0.752 0.818
H 4.013 5.003 1.923
C -5.989 -1.545 -1.159
C 0.790 2.865 2.507
H -3.286 -3.410 1.622
F -3.196 3.528 -2.612
C -2.834 1.699 4.872
C 2.227 4.727 3.085
H -1.145 4.511 -0.299
H -7.001 -0.821 0.588
C 0.570 -3.691 1.728
C 3.408 0.010 -2.204
C 1.001 -1.399 -1.917
C 2.838 3.310 1.283
F 0.761 2.197 -2.594
C -1.244 2.713 -1.443
C -2.425 0.378 4.981
C -3.591 -1.516 -1.078
H 0.331 4.160 -1.208
C -2.207 -3.486 1.680
C 2.518 0.328 -1.186
F -0.879 0.814 -2.862
H -2.211 -5.610 1.959
H -4.719 -2.188 -2.767
H -1.089 4.815 -2.047
H -2.924 1.977 1.496
C -2.403 0.192 2.583
C -6.045 -1.021 0.124
H 1.658 -2.511 -3.627
C -3.027 2.271 3.620
C 3.091 -1.017 -3.076
H -0.112 2.284 2.655
C -1.603 -4.722 1.856
H 1.650 -3.771 1.743
C -0.757 4.151 -1.250
H 0.251 -5.792 1.979
P -2.079 -0.715 1.055
Rh -0.011 0.304 0.222
C -2.212 -0.380 3.839
C 1.898 -1.716 -2.934
H -2.633 -1.678 -1.560
F -0.933 2.756 -3.816
C 3.122 4.412 2.082
N 0.760 -1.256 1.429
H 0.393 4.233 4.089
C -0.221 -4.825 1.866
H -3.007 2.285 5.765
F -3.356 3.183 -0.487
H -4.923 -0.342 1.819
H 1.715 -1.512 1.188
C 1.075 3.960 3.295
C -3.645 -1.000 0.216
N 1.594 1.477 0.620
C -1.430 -2.344 1.528
H 2.421 5.580 3.720
H -1.909 -1.416 3.931
F -3.281 1.504 -1.845
H 4.326 0.570 -2.330
H -3.346 3.301 3.535
C 1.317 -0.376 -1.038
C -2.784 2.730 -1.620
H -6.904 -1.752 -1.696
C 1.686 2.545 1.489
H 3.769 -1.268 -3.879
C -2.803 1.526 2.474
H 0.811 -0.767 2.324
C 2.597 1.418 -0.230
O -0.971 1.963 -0.329
C -4.761 -1.794 -1.761
```

Its lowest unoccupied orbital energy is -3.196 eV. As for the energy above the lowest of the compared OMol25 structures with the same formula, charge and spin: 0.005 eV. Its multiplicity is 1. The calculation puts the HOMO-LUMO gap at 8.03 eV. As for the net charge: +1.